A structure of composition C31H52BeBrN3OP2 in a non-equilibrium geometry, computed with ωB97M-V with the def2-TZVPD basis set.

Each line ends with the Mulliken charge.
CARTESIAN COORDINATES (ANGSTROEM)
N1 -5.76371 4.55882 -4.13710  -0.539
C1 -5.48666 4.67756 -2.82819  -0.373
C2 -4.73305 3.70595 -2.13834  -0.462
C3 -4.22126 2.57189 -2.82506  0.281
C4 -4.52616 2.50387 -4.21146  -0.309
C5 -5.30379 3.50873 -4.81788  -0.396
C6 -3.27664 1.64822 -2.14448  0.029
Be1 -0.82543 -0.18383 -0.00161  -0.605
P1 3.13699 0.45108 0.43740  0.810
C7 -2.24421 1.05092 -2.85283  -0.919
C8 -0.85111 1.19499 -2.47149  0.991
C9 0.22330 1.42262 -3.36491  0.046
C10 1.37305 2.10677 -2.91824  -0.528
C11 1.40219 2.71657 -1.62932  -0.637
C12 0.62636 2.01614 -0.66396  0.156
C13 -0.57876 1.30345 -1.04860  0.625
Br1 2.40534 4.18227 -1.12702  -0.047
H1 -3.40990 1.61501 -1.04759  0.585
H2 -2.49262 0.65983 -3.86789  0.426
H3 -4.52905 3.87857 -1.07862  0.334
H4 -4.16678 1.67378 -4.82710  0.340
H5 -5.89348 5.56702 -2.32172  0.356
H6 -5.54355 3.43291 -5.88359  0.360
H7 0.10874 1.13198 -4.41216  0.598
H8 -1.50054 1.40444 -0.38242  -1.348
H9 2.22187 2.29818 -3.55565  0.566
H10 0.93921 2.04554 0.38532  0.468
P2 -0.49319 -2.18169 -0.73952  2.352
C14 4.91748 1.07951 0.71555  -0.782
C15 6.12730 0.87972 -0.18980  -1.453
H11 5.17672 0.66339 1.68750  0.348
H12 4.71995 2.14532 0.91038  0.565
H13 6.75948 1.76707 -0.24895  0.398
H14 6.79146 0.09250 0.20548  0.325
H15 5.91464 0.66348 -1.24178  0.357
C16 3.37389 -0.41039 -1.16075  0.878
C17 4.54832 -1.38498 -1.32795  -1.627
H16 3.46358 0.41683 -1.88212  0.436
H17 2.43109 -0.92900 -1.41414  -1.163
H18 4.58536 -1.68819 -2.38578  0.437
H19 5.55646 -0.98853 -1.15066  0.365
H20 4.47429 -2.28863 -0.70554  0.298
C18 3.07019 -1.00891 1.59576  0.292
C19 4.41815 -1.49289 2.12384  -1.800
H21 2.53204 -1.77711 1.01988  -0.017
H22 2.41617 -0.73495 2.45184  0.020
H23 4.21615 -2.31450 2.81347  0.479
H24 5.12137 -1.88778 1.37342  0.248
H25 4.93589 -0.73755 2.73543  0.475
C20 -0.06144 -3.68019 0.26627  -0.803
C21 -1.20635 -4.58334 0.71059  -1.515
H26 0.56314 -3.33270 1.10747  0.351
H27 0.61868 -4.23557 -0.40125  0.780
H28 -1.86504 -4.10610 1.44997  0.280
H29 -1.80009 -4.93338 -0.14790  0.332
H30 -0.74571 -5.46453 1.17301  0.432
C22 0.30851 -2.59994 -2.32081  -0.906
C23 -0.33763 -2.03929 -3.57935  -1.231
H31 0.28020 -3.70090 -2.34809  0.674
H32 1.36560 -2.28986 -2.22908  0.224
H33 -1.34222 -2.43855 -3.74873  0.335
H34 -0.38949 -0.94680 -3.58858  0.002
H35 0.28181 -2.34181 -4.42653  0.520
C24 -2.30299 -2.29727 -1.04066  -1.047
C25 -3.24819 -1.98709 0.14722  -1.170
H36 -2.43793 -3.30738 -1.45878  0.895
H37 -2.54249 -1.58447 -1.84381  0.387
H38 -4.04586 -1.31395 -0.21852  0.317
H39 -3.73684 -2.90131 0.52859  0.283
H40 -2.74211 -1.48601 0.99680  0.095
C26 -0.66140 -2.05337 3.26283  -0.642
N2 -1.00023 -0.68536 3.67583  0.132
C27 -1.13925 -0.49425 5.13325  -0.651
C28 -0.80305 0.92588 5.55305  -0.654
C29 -1.45878 1.87017 4.57567  -0.535
N3 -0.90307 1.58675 3.24048  0.073
C30 -0.17576 2.64861 2.54144  -0.756
C31 -0.89099 0.31968 2.78608  -0.281
O1 -0.76102 0.03650 1.49839  0.224
H41 0.33530 -2.11118 2.79453  0.101
H42 -1.41801 -2.46794 2.58271  0.040
H43 -0.61788 -2.68239 4.15627  0.484
H44 -2.17646 -0.73134 5.43755  0.292
H45 -0.47371 -1.20721 5.64175  0.467
H46 0.29338 1.06634 5.56780  0.310
H47 -1.15912 1.10180 6.57668  0.399
H48 -1.24125 2.91590 4.79280  0.356
H49 -2.55117 1.69701 4.56091  0.329
H50 -0.72364 2.96848 1.64097  0.253
H51 -0.08808 3.50152 3.22684  0.450
H52 0.85350 2.33891 2.27536  0.132

Values from the calculation:
Total charge: +2
Energy above the lowest of the compared OMol25 structures with the same formula, charge and spin, kJ/mol: 0.00
Multiplicity: 1
Gap between HOMO and LUMO (spin up / spin down), hartree: 0.242 / 0.242